CHCl2NO3 | wB97M-V/def2-TZVPD

Summary:
Strongest force on any atom ... 0.0602 hartree/bohr
SMILES ... O=NOOC(Cl)Cl
Relative energy (zero: lowest compared OMol25 entry of this formula, charge and spin) ... 126.20 kJ/mol
Net charge ... 0
E_LUMO ... -0.106 eV
Kohn-Sham gap ... 10.964 eV

Geometry (Å):
O -2.768 -1.410 -0.838
N -2.032 -1.007 0.007
O -0.917 -0.475 -0.461
O -0.087 -0.013 0.673
C 1.086 0.546 0.166
Cl 1.207 2.237 0.628
Cl 2.487 -0.341 0.747
H 1.024 0.465 -0.921

These are the natural (NBO) partial charges, in e, on atoms 1 to 5: -0.2767 0.3525 -0.1111 -0.2309 0.0036